122
Properties=species:S:1:pos:R:3 method="wB97M-V/def2-TZVPD" homo_energy_ev=-1.48 homo_lumo_gap_ev=3.492 total_charge=-1
Sr 0.11146 0.38842 0.28660
C -2.33911 -2.60730 5.29708
N -2.02952 -3.42756 4.15452
C -2.26059 -4.84085 4.33735
C -1.84980 -2.87856 2.87455
N -1.01863 -1.94770 2.60903
C -0.04964 -1.52160 3.58051
C 1.22384 -1.11441 2.85230
N 1.12528 0.18335 2.19237
C 1.21459 1.27504 3.14618
C 0.48865 2.56944 2.74628
N -0.86402 2.40299 2.29133
C -1.91437 2.78664 2.89839
N -3.11627 2.91596 2.18508
C -4.06797 1.83672 2.45359
C -2.96529 3.16304 0.75331
N -2.00753 3.21025 4.21827
C -1.30430 2.54785 5.29062
C -3.09615 4.05122 4.66782
C 2.20626 0.24470 1.21455
C 2.43720 1.56869 0.54155
N 1.38434 2.09429 -0.28489
C 1.70356 2.99936 -1.13203
N 2.83322 3.80255 -1.05766
C 3.27536 4.38645 0.18042
C 3.81066 3.73812 -2.13834
N 0.79718 3.30264 -2.17244
C 0.60202 4.72971 -2.35994
C 1.04877 2.61195 -3.43846
N -2.56916 -3.51757 1.88480
C -4.00292 -3.65597 2.05945
C -2.17080 -3.39339 0.48948
H -3.36892 -2.78615 5.63818
H -1.66498 -2.82904 6.13242
H -2.24854 -1.55516 5.03925
H -1.61035 -5.21171 5.13729
H -3.29931 -5.06772 4.61450
H -2.02062 -5.36486 3.41670
H -0.43542 -0.66577 4.14961
H 0.19741 -2.30749 4.31035
H 2.07564 -1.13712 3.55394
H 1.42316 -1.87544 2.09430
H 0.81435 0.93405 4.10098
H 2.26966 1.52822 3.34042
H 0.58853 3.27033 3.58967
H 1.01471 3.02062 1.90694
H -4.21323 1.72088 3.52968
H -5.02538 2.09086 1.99898
H -3.71063 0.89301 2.02711
H -2.65598 2.27014 0.20380
H -2.21199 3.93579 0.60601
H -3.92553 3.52116 0.37836
H -0.70002 1.73661 4.89921
H -0.65660 3.24372 5.83425
H -2.01868 2.12135 6.00564
H -3.49598 4.61106 3.82934
H -3.91028 3.47476 5.12567
H -2.71422 4.74849 5.41942
H 3.16382 0.01798 1.70195
H 2.06128 -0.51741 0.46060
H 2.75389 2.27338 1.31868
H 3.32234 1.41289 -0.09487
H 2.45510 4.39956 0.89957
H 4.13433 3.86612 0.62612
H 3.57300 5.42534 -0.00161
H 3.68435 2.80697 -2.69778
H 3.73939 4.60338 -2.81238
H 4.81226 3.71839 -1.70536
H 1.43859 5.22607 -2.87304
H -0.30251 4.87000 -2.95651
H 0.45435 5.20469 -1.38846
H 1.45286 1.61182 -3.24244
H 0.11079 2.52448 -3.99339
H 1.77801 3.15724 -4.05179
H -4.27568 -3.58890 3.11124
H -4.53286 -2.86434 1.51661
H -4.33572 -4.62222 1.67003
H -1.18092 -2.95336 0.41797
H -2.19114 -4.38534 0.02811
H -2.84122 -2.73508 -0.06090
O 0.67933 -1.39554 -1.08849
H 1.56078 -1.15820 -1.53425
H 0.11624 -1.65890 -1.82793
S -4.81531 -0.28362 -0.88710
C -3.29153 -0.22556 -0.36777
N -2.19758 -0.14582 0.03418
C -3.22598 2.31444 -3.52970
C -2.18100 1.66893 -2.75656
N -1.37690 1.14453 -2.13161
H -3.56163 3.20858 -3.00656
H -4.06290 1.62539 -3.63489
H -2.84525 2.58424 -4.51430
Se 3.24565 -0.10130 -2.44281
C -4.02558 -3.83717 -3.42492
N -3.29044 -2.97550 -4.36306
C -3.99802 -1.69380 -4.52292
P -1.73613 -2.65343 -3.71475
O -1.77870 -1.94429 -2.41792
N -1.02023 -1.76133 -4.92450
C 0.16212 -0.97976 -4.53259
C -0.92641 -2.29039 -6.27287
N -1.11802 -4.20472 -3.54079
C -0.27977 -4.52342 -2.39519
C -0.96183 -5.08692 -4.67637
H -5.05092 -3.94869 -3.78179
H -4.04336 -3.42158 -2.41018
H -3.55586 -4.81794 -3.39062
H -5.02184 -1.89153 -4.84818
H -3.49224 -1.10069 -5.28420
H -4.02555 -1.12269 -3.58727
H -0.03561 -0.43353 -3.61687
H 0.36872 -0.25017 -5.31853
H 1.07019 -1.57742 -4.40712
H -1.83380 -2.84328 -6.51713
H -0.05453 -2.94181 -6.40697
H -0.82641 -1.45227 -6.96790
H -0.39205 -3.74596 -1.64587
H 0.77611 -4.60453 -2.67301
H -0.60293 -5.47802 -1.96266
H -1.72178 -4.85884 -5.42267
H -1.09543 -6.12417 -4.35092
H 0.02964 -5.00747 -5.13787

127
Properties=species:S:1:pos:R:3 method="wB97M-V/def2-TZVPD" e_above_lowest_ev=2.865 homo_energy_ev=-9.16 homo_lumo_gap_ev=8.409
Y -3.30448 -0.05514 -2.19768
C -1.41091 -1.85985 -4.39265
O -0.73842 -0.63663 -3.98906
O -2.62470 -1.77283 -3.68307
C -1.33995 -2.05389 -5.99297
F -1.49510 -0.89337 -6.72168
F -0.17768 -2.62519 -6.37507
F -2.28620 -2.84697 -6.46705
C 0.70512 -0.60716 -4.16156
C 1.17908 0.77396 -3.67108
H 0.60854 1.56307 -4.16087
H 1.05048 0.85001 -2.59137
H 2.23770 0.91192 -3.89104
H 1.02310 -0.71375 -5.19868
H 1.20420 -1.33054 -3.51679
H -0.92473 -2.75391 -4.00230
C -0.52742 -0.38548 0.41305
O 0.26903 0.72047 0.05855
O -1.52312 -0.45655 -0.58759
C 0.47871 -1.62489 0.71072
F -0.26451 -2.71367 1.04531
F 1.31647 -1.95760 -0.25998
F 1.29532 -1.36849 1.74104
C 0.43939 1.81084 0.96137
C 1.37254 2.81550 0.14998
H 2.29926 2.35234 -0.18882
H 0.85225 3.11636 -0.75935
H 1.57658 3.74007 0.69000
H 0.95871 1.50201 1.86858
H -0.50391 2.29886 1.20657
H -1.08073 -0.13778 1.31892
C -4.64609 2.20504 0.41685
O -4.32055 1.28304 1.50551
O -4.28624 1.58817 -0.80732
C -6.11672 2.69414 0.57474
F -6.61935 3.33578 -0.47341
F -6.96500 1.68194 0.87248
F -6.18932 3.54149 1.63217
C -3.51274 1.82578 2.54327
C -3.18278 0.65026 3.48044
H -2.50426 0.98323 4.26583
H -4.08130 0.32133 4.00251
H -2.76696 -0.18661 2.91933
H -4.03566 2.60139 3.10281
H -2.62067 2.35901 2.21467
H -3.97920 3.06134 0.51735
C 1.09420 -4.53970 -2.47453
C 1.75092 -5.47049 -1.46175
O 1.86890 -6.74633 -1.99983
H 0.17816 -4.98272 -2.86529
H 1.80870 -4.40702 -3.28693
H 0.85627 -3.56206 -2.05536
H 1.13320 -5.47970 -0.56373
H 2.67434 -5.00813 -1.11301
H 2.19327 -7.31662 -1.29900
C 0.59708 4.17976 3.55657
C -0.37150 3.22341 4.19343
O -1.58887 3.83671 4.41212
H 0.67339 5.09192 4.14838
H 0.28709 4.37043 2.52912
H 1.58622 3.72245 3.58083
H 0.03082 2.98100 5.17703
H -0.43661 2.27989 3.65155
H -1.80729 3.83602 5.34693
C 0.93906 6.16628 -1.28928
C 1.80880 7.14881 -2.08872
O 1.71215 6.85662 -3.44789
H -0.12268 6.37089 -1.42691
H 1.08893 6.31497 -0.21992
H 1.10001 5.11767 -1.53953
H 2.84692 6.98693 -1.79855
H 1.52672 8.19080 -1.93771
H 2.12940 6.01029 -3.62462
C 4.57552 0.38495 2.99187
C 3.85280 1.69366 2.77302
O 4.55180 2.67263 3.49133
H 4.57019 0.10178 4.04443
H 5.60064 0.53292 2.65225
H 4.14871 -0.43177 2.40972
H 2.85050 1.69168 3.20136
H 3.73854 1.91783 1.71245
H 5.43037 2.62855 3.10691
C 4.33825 -0.15422 -1.04792
C 4.06351 -1.25214 -1.97513
O 5.23968 -1.90463 -2.36829
H 5.17822 0.43788 -1.41119
H 4.69916 -0.50225 -0.08008
H 3.41120 0.41019 -0.94726
H 3.43207 -0.94237 -2.80784
H 3.46699 -2.01297 -1.47173
H 4.92111 -2.63381 -2.90532
C 3.07425 -4.45803 1.93912
C 4.27246 -3.69922 1.40833
O 5.31414 -4.61327 1.14998
H 2.85133 -5.30365 1.28847
H 2.20733 -3.80082 2.00706
H 3.24724 -4.90529 2.91796
H 4.50973 -2.95290 2.16649
H 4.00895 -3.15084 0.50392
H 5.98391 -4.15565 0.63657
C -2.59573 -3.09885 3.91668
C -3.26299 -4.42524 4.28640
O -4.21603 -4.40661 5.36324
H -3.38148 -2.42435 3.57647
H -1.88314 -3.09761 3.09187
H -2.07968 -2.65610 4.76860
H -2.47481 -5.14174 4.51771
H -3.78534 -4.73686 3.38188
H -4.32856 -5.32138 5.63182
C -3.06021 -3.82094 -0.46730
C -4.27929 -3.14561 -1.10548
O -4.26047 -1.76185 -0.86096
H -2.14275 -3.32634 -0.78624
H -2.98017 -4.85016 -0.81715
H -3.17014 -3.71871 0.61231
H -5.15996 -3.56408 -0.61823
H -4.38752 -3.39626 -2.16074
H -4.80765 -1.54980 -0.10120
C -0.99354 3.96552 -3.27163
C -1.76351 3.23520 -2.17737
O -1.60659 1.81566 -2.37118
H -1.46358 3.73788 -4.22836
H 0.04575 3.65144 -3.36817
H -1.01212 5.02901 -3.03343
H -2.81068 3.53750 -2.18870
H -1.33498 3.46001 -1.20068
H -0.73944 1.63239 -2.00229